1.
66
Properties=species:S:1:pos:R:3:lowdin_spin:R:1 method="wB97M-V/def2-TZVPD" total_charge=-2 total_energy_ev=-80940.566 lumo_energy_ev="4.45 / 4.45" multiplicity=3 gap_ev="5.4 / 5.4" s2=2.01
Mo -0.27 0.11 -1.68 1.6380
Cl -2.56 -0.33 -1.18 0.0908
Cl -3.84 -3.65 -1.25 0.0032
Cl 0.10 -2.13 -1.00 0.0347
Si 0.31 -0.08 1.79 0.0095
O -0.67 1.68 -0.64 0.0464
O 0.53 -0.01 0.19 0.0614
C 1.96 -0.61 4.01 0.0000
C -2.33 -1.13 1.92 0.0031
C 0.44 1.31 -3.49 0.0177
C -0.74 4.16 3.46 0.0002
C -0.99 -1.35 2.24 0.0026
C -0.96 1.04 -3.64 0.0155
C 3.06 -0.82 1.86 0.0002
C 1.91 -0.54 2.61 -0.0001
C -2.05 2.05 -3.67 0.0045
C -1.31 1.82 3.19 0.0003
C 1.06 2.65 -3.34 0.0089
C 1.14 0.07 -3.64 0.0320
C -3.31 -2.07 2.25 0.0006
C 0.44 3.95 2.76 0.0002
C 2.61 -0.12 -3.68 0.0141
C -2.96 -3.24 2.91 0.0002
C 0.76 2.68 2.27 0.0005
C 4.25 -1.16 2.50 0.0001
C -0.64 -2.53 2.92 0.0005
C 4.30 -1.23 3.90 0.0001
C -0.12 1.60 2.47 0.0006
C 3.15 -0.96 4.65 0.0000
C 0.19 -0.95 -3.90 -0.0042
C -1.10 -0.37 -3.89 0.0004
C -1.62 -3.48 3.25 0.0003
C 0.50 -2.37 -4.19 -0.0016
C -1.62 3.09 3.68 0.0003
C -2.35 -1.08 -4.23 -0.0001
H 0.39 3.35 -2.85 0.0002
H 1.31 3.06 -4.32 0.0016
H -0.99 5.14 3.84 0.0000
H 3.03 -0.77 0.78 -0.0001
H -2.97 1.65 -3.25 0.0007
H -4.35 -1.88 1.99 0.0001
H -0.27 -3.03 -3.80 -0.0002
H 1.08 -0.40 4.61 0.0000
H -3.23 -0.51 -3.95 0.0003
H -2.25 2.36 -4.70 0.0010
H -2.63 -0.22 1.42 0.0019
H -2.41 -2.04 -3.73 -0.0004
H 1.68 2.53 1.72 0.0002
H 1.44 -2.67 -3.75 0.0001
H -2.54 3.25 4.23 0.0000
H 0.14 2.08 -0.29 0.0090
H 1.97 2.60 -2.75 0.0007
H 3.19 -1.01 5.73 0.0000
H -1.79 2.93 -3.09 0.0003
H 0.57 -2.52 -5.27 -0.0009
H 2.94 -0.19 -4.72 0.0034
H 2.91 -1.02 -3.17 0.0008
H -3.72 -3.97 3.17 0.0000
H -1.35 -4.38 3.76 0.0000
H 3.13 0.71 -3.22 0.0007
H 5.14 -1.38 1.92 0.0000
H -2.01 1.02 3.38 0.0000
H 1.12 4.78 2.59 0.0000
H 5.22 -1.50 4.40 0.0000
H 0.39 -2.74 3.18 0.0000
H -2.39 -1.26 -5.31 -0.0003

=====

2.
71
Properties=species:S:1:pos:R:3:mulliken_charge:R:1 method="wB97M-V/def2-TZVPD" total_charge=+1 total_energy_ev=-103579.273 lumo_energy_ev=-2.81 gap_ev=6.0
Ga -0.18 0.04 -0.14 1.2894
P -2.45 0.36 0.95 0.7416
P 0.68 2.49 -0.24 0.9725
N 0.82 -4.01 1.87 0.0177
N -1.80 1.31 -2.12 -0.0893
C -2.69 -0.37 -3.62 0.9873
C -4.72 -0.89 -1.75 -0.2903
C 0.00 1.58 -5.35 -0.9186
C -4.68 -1.61 -2.96 -0.7378
C 1.30 -0.77 4.46 -0.7846
C 0.44 -0.37 1.78 0.2335
C -0.86 1.07 -4.33 0.7692
C 0.32 0.62 2.76 0.0482
C 0.75 2.72 -5.12 -0.6731
C 0.69 0.42 4.10 -1.3887
C 2.40 2.54 -0.88 -1.4949
C -0.15 2.92 -2.86 0.0867
C 1.07 -1.56 2.16 0.4762
C -1.60 -0.12 -4.46 -1.0570
C 1.55 -1.73 3.48 -0.5453
C -3.68 -1.36 -3.89 -0.9352
C 1.09 -5.17 0.99 -0.8406
C -0.18 3.55 -1.49 -1.2586
C -0.99 1.79 -3.10 0.0960
C -2.76 1.40 2.42 -1.3661
C -2.78 0.42 -2.42 -0.0152
C 1.27 -2.70 1.21 -1.0169
C -3.83 0.87 -0.17 -1.2808
C -0.58 -3.99 2.36 -0.7823
C -3.81 0.11 -1.48 0.1690
C -2.97 -1.31 1.46 -1.3638
C 0.69 3.37 -3.87 -0.3762
C 0.77 3.63 1.17 -1.3792
H 2.44 2.04 -1.85 0.3814
H -4.00 -1.29 1.83 0.5209
H 0.78 -6.07 1.53 0.3643
H -1.47 -0.72 -5.35 0.4442
H -0.09 1.59 2.48 1.0809
H -2.18 1.03 3.27 0.3796
H -5.44 -2.36 -3.15 0.3841
H -0.23 3.76 1.61 0.2944
H -0.68 -3.26 3.17 0.2893
H -0.56 -0.80 -1.56 -0.5317
H -4.77 0.69 0.37 0.6745
H 3.04 2.01 -0.17 0.4062
H 1.44 3.21 1.93 0.3711
H -0.81 -4.99 2.74 0.4994
H -5.49 -1.11 -1.00 0.4137
H 2.10 -2.62 3.76 0.3453
H -2.92 -1.99 0.60 0.3085
H -2.46 2.44 2.20 0.2595
H -2.30 -1.68 2.25 0.2418
H 1.31 4.24 -3.68 0.4017
H 0.02 1.08 -6.32 0.4110
H 1.15 4.60 0.84 0.5036
H 2.73 3.58 -0.98 0.4249
H -3.66 -1.88 -4.85 0.4185
H 1.59 -0.96 5.50 0.4116
H 0.34 4.53 -1.50 0.6564
H 2.33 -2.87 0.96 0.2870
H 0.51 -5.05 0.06 0.3516
H 1.41 -4.12 2.71 0.3517
H -1.22 3.67 -1.14 0.2978
H 1.29 -0.24 -0.60 -0.6140
H -3.83 1.37 2.67 0.4870
H 0.52 1.21 4.83 0.4285
H 1.40 3.13 -5.89 0.3879
H -3.70 1.95 -0.35 0.3607
H -1.27 -3.74 1.54 0.2918
H 2.16 -5.19 0.78 0.3605
H 0.72 -2.61 0.27 0.3615

=====

3.
116
Properties=species:S:1:pos:R:3:mulliken_charge:R:1 method="wB97M-V/def2-TZVPD" total_charge=0 total_energy_ev=-70697.186 lumo_energy_ev=-0.73 smiles="O=C1C=C(CCO)C(=O)C(CB(O)O)=C1I.CCO.CCO.CCO.CCO.CCO.CCO.CCO.CCO.CCO.CCO" gap_ev=8.0
I 3.42 3.86 1.55 0.0350
O 4.91 -0.43 -0.73 -0.3996
O 0.77 10.32 4.45 -0.5075
O -4.42 -6.00 -4.96 -0.4918
O 1.01 6.59 0.38 -0.4377
O -0.79 -0.17 -5.60 -0.4482
O -0.22 0.88 1.37 -0.6991
O 3.35 4.25 -1.80 -0.5968
O -1.13 -3.06 -0.52 -0.5090
O -1.63 1.81 -1.10 -0.4890
O 2.10 -0.30 -1.51 -0.9511
O -6.79 -4.14 0.05 -0.5258
O 2.73 -2.15 8.02 -0.4951
O 0.66 -1.31 1.57 -0.6227
O 3.58 1.54 5.19 -0.4964
O -4.00 -2.57 -1.23 -0.4088
C 2.35 1.48 0.03 1.0150
C 2.35 0.56 1.20 -0.9156
C 2.21 10.63 6.39 -1.0537
C 0.97 8.70 1.62 -0.7353
C 3.37 -0.85 4.86 -0.8489
C -4.57 -3.22 -3.50 -0.2159
C -3.09 -7.49 -6.37 -1.1906
C 2.71 2.75 -0.06 0.0137
C 1.50 -1.60 8.49 -0.1703
C -0.22 -2.44 -6.29 -0.9754
C -1.41 1.83 -2.52 -0.7863
C 0.67 7.22 1.62 -0.2915
C 5.94 -0.34 -1.70 -0.2531
C 1.85 0.85 -1.23 0.4152
C 0.17 -3.37 -1.05 0.2226
C -0.14 1.07 -2.83 0.2716
C -1.30 -1.40 -6.13 -0.0488
C -7.61 -5.03 -0.70 -0.2757
C 1.96 10.93 4.93 -0.1915
C -3.11 -6.28 -5.46 0.0656
C 2.56 3.44 -1.38 0.0402
C 3.86 0.26 5.76 -0.1290
C 1.02 1.71 -2.10 0.3030
C 0.92 -2.41 9.64 -1.1474
C -4.71 -2.18 -2.40 -0.2709
C 0.15 -4.60 -1.93 -1.2185
C -6.85 -6.24 -1.19 -0.6691
C 1.38 2.98 -2.16 -0.3674
C 5.71 0.81 -2.66 -0.8983
B 0.87 0.02 1.39 0.9227
H 2.04 8.88 1.47 0.3245
H -0.40 7.04 1.75 0.2986
H 0.03 10.66 4.97 0.2762
H 3.00 -0.28 0.97 -0.0226
H -2.26 1.39 -3.04 0.4624
H -0.17 -5.48 -1.36 0.4281
H 0.56 -2.10 -6.99 0.4066
H -3.07 -2.67 -1.48 0.2255
H 1.64 -2.46 10.47 0.2949
H -5.14 -2.93 -4.39 0.4380
H -6.04 -5.94 -1.86 0.0088
H -3.42 -8.38 -5.83 0.3485
H -3.77 -7.34 -7.21 0.2993
H 1.96 6.71 0.24 0.2664
H 2.55 -3.04 7.71 0.2866
H 5.64 1.75 -2.12 0.1848
H -7.51 -6.92 -1.74 0.3329
H 1.40 11.01 7.01 0.3208
H 2.72 1.03 2.11 0.4061
H -0.63 -3.38 -6.68 0.2938
H 3.84 -0.78 3.88 0.2458
H 1.14 -4.80 -2.34 0.3969
H 2.27 9.55 6.55 0.2848
H -0.55 -4.47 -2.75 0.1617
H 0.87 -3.49 -0.22 0.2856
H -2.09 -7.67 -6.76 0.3576
H 2.63 1.62 5.09 0.2819
H -1.79 -1.20 -7.09 0.2822
H 0.26 -2.64 -5.34 0.1903
H 3.60 -1.83 5.29 0.3700
H -8.41 -5.33 -0.02 0.3114
H 0.43 9.20 0.81 0.2708
H 3.40 0.19 6.75 0.0776
H 6.52 0.88 -3.39 0.4202
H 2.29 -0.79 4.72 0.2091
H 0.68 9.16 2.57 0.1136
H -1.35 2.87 -2.83 0.3067
H 1.20 6.72 2.44 0.2033
H 1.91 12.01 4.76 0.2629
H -4.94 -4.19 -3.16 -0.1877
H -2.80 -5.39 -6.00 0.1518
H -2.44 1.33 -0.91 0.2985
H -4.35 -1.21 -2.74 0.1331
H -2.42 -6.42 -4.62 0.1933
H -6.07 -3.85 -0.54 0.2563
H 6.02 -1.29 -2.24 0.2846
H -0.29 -1.47 1.57 0.3004
H 4.94 0.21 5.89 0.2979
H 2.76 10.53 4.31 0.2768
H 0.78 -1.54 7.67 0.2442
H 0.70 -3.43 9.33 0.3329
H 0.04 0.97 -3.89 0.1519
H 4.07 -0.57 -1.19 0.1613
H -5.76 -2.07 -2.11 0.3789
H -0.45 1.22 0.49 0.2369
H 0.47 -2.49 -1.62 -0.0787
H 3.14 11.09 6.73 0.3220
H -0.13 0.16 -6.21 0.2394
H -6.41 -6.78 -0.35 0.2737
H 0.00 -1.96 10.01 0.3482
H 6.87 -0.19 -1.14 0.2772
H -3.53 -3.35 -3.78 -0.0031
H 4.77 0.67 -3.21 0.2063
H -8.07 -4.50 -1.54 0.2474
H -2.06 -1.74 -5.43 0.0508
H -4.71 -6.77 -4.46 0.2631
H 0.86 3.71 -2.76 0.4724
H -0.28 0.07 -2.41 -0.1885
H -1.43 -3.82 0.00 0.2630
H 1.73 -0.59 8.82 0.3103

=====

4.
25
Properties=species:S:1:pos:R:3:mulliken_charge:R:1 method="wB97M-V/def2-TZVPD" total_charge=0 total_energy_ev=-16822.878 lumo_energy_ev=0.99 smiles=CCC(C)(C)P(C)C gap_ev=9.1
P -0.28 0.59 -1.74 0.0963
C 0.90 -1.59 0.32 -0.9551
C -1.98 -0.12 -1.87 -1.0463
C 1.46 0.86 0.56 -1.9545
C 1.64 -2.18 1.64 -1.1673
C -0.86 0.08 1.09 -1.6808
C -0.70 2.36 -1.45 -1.0987
C 0.35 -0.11 0.18 1.4392
H 1.73 -3.25 1.50 0.3929
H -1.28 1.08 0.98 0.3484
H 2.61 -1.73 1.78 0.3168
H 1.61 -1.74 -0.50 0.4428
H 1.77 0.69 1.59 0.4233
H -2.69 0.37 -1.21 0.3264
H -1.93 -1.19 -1.67 0.3199
H 1.12 1.89 0.49 0.5042
H 0.20 2.92 -1.27 0.3265
H 1.03 -1.98 2.52 0.2930
H -0.59 -0.05 2.13 0.4550
H 2.32 0.73 -0.09 0.4002
H 0.06 -2.26 0.14 0.3792
H -1.12 2.70 -2.40 0.3874
H -2.30 0.01 -2.91 0.3733
H -1.43 2.53 -0.66 0.3274
H -1.64 -0.64 0.85 0.3506

=====

Copy entry 1 word for word.
66
Properties=species:S:1:pos:R:3:lowdin_spin:R:1 method="wB97M-V/def2-TZVPD" total_charge=-2 total_energy_ev=-80940.566 lumo_energy_ev="4.45 / 4.45" multiplicity=3 gap_ev="5.4 / 5.4" s2=2.01
Mo -0.27 0.11 -1.68 1.6380
Cl -2.56 -0.33 -1.18 0.0908
Cl -3.84 -3.65 -1.25 0.0032
Cl 0.10 -2.13 -1.00 0.0347
Si 0.31 -0.08 1.79 0.0095
O -0.67 1.68 -0.64 0.0464
O 0.53 -0.01 0.19 0.0614
C 1.96 -0.61 4.01 0.0000
C -2.33 -1.13 1.92 0.0031
C 0.44 1.31 -3.49 0.0177
C -0.74 4.16 3.46 0.0002
C -0.99 -1.35 2.24 0.0026
C -0.96 1.04 -3.64 0.0155
C 3.06 -0.82 1.86 0.0002
C 1.91 -0.54 2.61 -0.0001
C -2.05 2.05 -3.67 0.0045
C -1.31 1.82 3.19 0.0003
C 1.06 2.65 -3.34 0.0089
C 1.14 0.07 -3.64 0.0320
C -3.31 -2.07 2.25 0.0006
C 0.44 3.95 2.76 0.0002
C 2.61 -0.12 -3.68 0.0141
C -2.96 -3.24 2.91 0.0002
C 0.76 2.68 2.27 0.0005
C 4.25 -1.16 2.50 0.0001
C -0.64 -2.53 2.92 0.0005
C 4.30 -1.23 3.90 0.0001
C -0.12 1.60 2.47 0.0006
C 3.15 -0.96 4.65 0.0000
C 0.19 -0.95 -3.90 -0.0042
C -1.10 -0.37 -3.89 0.0004
C -1.62 -3.48 3.25 0.0003
C 0.50 -2.37 -4.19 -0.0016
C -1.62 3.09 3.68 0.0003
C -2.35 -1.08 -4.23 -0.0001
H 0.39 3.35 -2.85 0.0002
H 1.31 3.06 -4.32 0.0016
H -0.99 5.14 3.84 0.0000
H 3.03 -0.77 0.78 -0.0001
H -2.97 1.65 -3.25 0.0007
H -4.35 -1.88 1.99 0.0001
H -0.27 -3.03 -3.80 -0.0002
H 1.08 -0.40 4.61 0.0000
H -3.23 -0.51 -3.95 0.0003
H -2.25 2.36 -4.70 0.0010
H -2.63 -0.22 1.42 0.0019
H -2.41 -2.04 -3.73 -0.0004
H 1.68 2.53 1.72 0.0002
H 1.44 -2.67 -3.75 0.0001
H -2.54 3.25 4.23 0.0000
H 0.14 2.08 -0.29 0.0090
H 1.97 2.60 -2.75 0.0007
H 3.19 -1.01 5.73 0.0000
H -1.79 2.93 -3.09 0.0003
H 0.57 -2.52 -5.27 -0.0009
H 2.94 -0.19 -4.72 0.0034
H 2.91 -1.02 -3.17 0.0008
H -3.72 -3.97 3.17 0.0000
H -1.35 -4.38 3.76 0.0000
H 3.13 0.71 -3.22 0.0007
H 5.14 -1.38 1.92 0.0000
H -2.01 1.02 3.38 0.0000
H 1.12 4.78 2.59 0.0000
H 5.22 -1.50 4.40 0.0000
H 0.39 -2.74 3.18 0.0000
H -2.39 -1.26 -5.31 -0.0003